Arrangement A

Entry from OMol25: a cluster of 4 separate species, CH11N2O3 in total (the ωB97M-V functional and the def2-TZVPD basis).

Computed properties:
- Net charge: +1
- Highest occupied orbital energy: -0.53788 Eh

Element x y z (Å)
N1 -0.94815 -0.11209 -0.01012
C1 -1.48977 1.04340 -0.37460
N2 -0.66654 1.98564 -0.89959
H1 0.09032 -0.20834 -0.06364
H2 -1.62557 -0.95385 0.22815
H3 -2.56760 1.11407 -0.72310
H4 -0.88153 2.91789 -0.99589
H5 0.40286 1.74062 -1.10225
H6 -3.57042 -2.36788 1.28255
H7 -3.93974 -2.34680 -0.18580
O1 -3.29899 -1.96153 0.45316
H8 2.04049 -0.40339 -1.29395
H9 2.49717 -0.13189 0.09950
O2 1.75613 0.10068 -0.50453
H10 4.78566 -0.75372 0.86694
H11 3.86805 -0.50356 2.04337
O3 3.93558 -0.32394 1.10883

Atomic partial charges in e from the Mulliken method, atoms 1 to 5: atom 1 (N): -0.19, atom 2 (C): 0.26, atom 3 (N): -0.30, atom 4 (H): 0.32, atom 5 (H): 0.28

Arrangement B

Entry from OMol25: a cluster of 4 separate species, CH11N2O3 in total (the ωB97M-V functional and the def2-TZVPD basis).

Computed properties:
- Net charge: +1
- Highest occupied orbital energy: -0.55823 Eh

Element x y z (Å)
N1 0.96648 0.27124 0.29698
C1 0.64541 1.51096 -0.02119
N2 -0.57028 1.79915 -0.49211
H1 0.24085 -0.31367 0.68222
H2 1.87803 -0.13573 0.12206
H3 1.38750 2.29450 -0.12799
H4 -0.75683 2.79795 -0.52273
H5 -1.30644 1.16369 -0.13454
H6 4.47630 -0.40685 -0.33857
H7 4.21146 0.68002 -1.28327
O1 3.75682 0.07997 -0.71815
H8 -3.60524 0.18231 -0.47719
H9 -2.57015 -0.85055 0.14622
O2 -2.65800 -0.07048 -0.40922
H10 -1.61788 -3.27645 0.48894
H11 -2.31829 -3.07488 1.81894
O3 -2.15973 -2.65118 0.96960

Atomic partial charges in e from the Mulliken method, atoms 1 to 5: atom 1 (N): -0.20, atom 2 (C): 0.21, atom 3 (N): -0.26, atom 4 (H): 0.21, atom 5 (H): 0.24

Which of them is the most stable, and which is the least stable? arrangement B and arrangement A, in that order.

Arrangement A

Entry from OMol25: an isolated molecule of C4H9NS3 (the ωB97M-V functional and the def2-TZVPD basis).

Computed properties:
- Net charge: 0
- Highest occupied orbital energy: -0.30465 Eh

Element x y z (Å)
C1 -0.34363 -1.43168 0.35198
C2 0.13100 -0.12766 -0.15869
C3 0.18813 0.97022 1.00482
C4 -0.48983 0.57238 -1.31294
N1 2.17732 -1.11644 0.74797
S1 1.96618 -0.36240 -0.74656
S2 1.81581 -1.34826 -2.41193
S3 1.00469 -2.26773 1.27591
H1 -1.18139 -1.36106 1.07919
H2 -0.43998 -2.30195 -0.42912
H3 0.60945 0.57965 1.89120
H4 -0.74810 1.37255 1.37747
H5 0.92555 1.65537 0.66794
H6 -0.53266 -0.15010 -2.12807
H7 -0.02360 1.47407 -1.64931
H8 -1.62260 0.92897 -1.28143
H9 3.01585 -1.27664 1.15574

Atomic partial charges in e from the Mulliken method, atoms 1 to 5: atom 1 (C): -0.65, atom 2 (C): 0.72, atom 3 (C): -1.51, atom 4 (C): -1.54, atom 5 (N): -0.24

Arrangement B

Entry from OMol25: an isolated molecule of C4H9NS3 (the ωB97M-V functional and the def2-TZVPD basis).

Computed properties:
- Net charge: 0
- Highest occupied orbital energy: -0.30947 Eh
- SMILES string: CSC(=S)N(C)SC

Element x y z (Å)
C1 -2.86571 -0.81047 0.65051
C2 -0.41323 1.78243 -0.17026
C3 0.43009 -0.44967 -0.34987
C4 3.20637 -0.59397 -0.18182
H1 -2.40975 -1.68771 1.09057
H2 -2.98980 -0.07308 1.46691
H3 -3.89689 -1.03922 0.30435
H4 -1.33579 2.43800 -0.10140
H5 0.18204 2.00912 0.73675
H6 0.16736 2.12490 -1.11121
H7 3.16448 -1.06097 -1.19522
H8 3.11263 -1.35982 0.55257
H9 4.09725 -0.08040 -0.04660
N1 -0.66248 0.37378 -0.32020
S1 -2.18647 -0.13340 -0.85777
S2 0.50752 -2.05769 -0.35815
S3 1.89237 0.61816 -0.10916

Atomic partial charges in e from the Mulliken method, atoms 1 to 5: atom 1 (C): -0.75, atom 2 (C): -0.94, atom 3 (C): 0.24, atom 4 (C): -1.00, atom 5 (H): 0.27

Which of them is the most stable, and which is the least stable? arrangement B and arrangement A, in that order.

Arrangement A

Entry from OMol25: a cluster of 4 separate species, C4H14O3 in total (the ωB97M-V functional and the def2-TZVPD basis).

Computed properties:
- Multiplicity: 2
- Net charge: +1
- Highest occupied orbital energy (spin up / spin down): -0.49048 / -0.49048 Eh
- <S²>: 0.753

Element x y z (Å)
C1 -0.95817 3.33478 0.47646
C2 -1.42716 1.98422 0.06352
C3 -1.96811 1.86344 -1.19914
C4 -2.66425 0.37484 -1.51844
H1 -1.08539 3.38163 1.59051
H2 -1.66430 4.01122 0.00076
H3 0.03350 3.58564 0.01296
H4 -0.99297 1.12953 0.54623
H5 -1.93448 2.51501 -2.05257
H6 -2.35282 -0.35243 -0.75391
H7 -2.40317 0.02600 -2.49179
H8 -3.60250 0.87987 -1.22997
H9 4.50879 -2.61875 4.46563
H10 4.52299 -1.25369 3.83610
O1 4.64368 -1.69031 4.68586
H11 -2.57929 -4.27179 1.15990
H12 -3.86061 -4.91601 1.18344
O2 -3.49063 -4.07145 0.88223
H13 5.39045 -0.72847 -3.56518
H14 5.96587 -1.64901 -2.56794
O3 5.91860 -1.53428 -3.52466

Atomic partial charges in e from the Mulliken method, atoms 1 to 5: atom 1 (C): -1.01, atom 2 (C): 0.15, atom 3 (C): -0.15, atom 4 (C): -0.89, atom 5 (H): 0.33

Arrangement B

Entry from OMol25: a cluster of 3 separate species, C4H14O3 in total (the ωB97M-V functional and the def2-TZVPD basis).

Computed properties:
- Multiplicity: 2
- Net charge: +1
- Highest occupied orbital energy (spin up / spin down): -0.54494 / -0.52140 Eh
- <S²>: 0.755

Element x y z (Å)
C1 0.04506 -1.21891 1.94382
C2 -0.27475 -0.89624 0.51557
C3 1.01694 -0.76682 -0.45935
C4 0.67671 -0.61640 -2.02330
O1 1.75931 0.43181 -0.07041
H1 0.69527 -2.10903 2.05283
H2 0.84924 -0.50381 2.39849
H3 -0.80131 -1.37684 2.66561
H4 -0.88574 0.02091 0.30896
H5 -1.07581 -1.68422 0.14357
H6 1.58597 -1.68789 -0.17724
H7 0.91899 0.45530 -2.29468
H8 -0.41516 -0.68892 -2.05988
H9 1.31737 -1.34420 -2.53516
H10 2.64197 0.31839 -0.47006
H11 0.26703 1.94216 0.40267
H12 -0.45906 3.04575 1.36807
O2 -0.69781 2.20826 0.77336
H13 -1.74084 1.84630 -0.52757
H14 -3.14342 1.27821 -0.74913
O3 -2.27996 1.34623 -1.20618

Atomic partial charges in e from the Mulliken method, atoms 1 to 5: atom 1 (C): -1.29, atom 2 (C): -0.12, atom 3 (C): 0.29, atom 4 (C): -0.95, atom 5 (O): -0.31

Which of them is the most stable, and which is the least stable? arrangement A and arrangement B, in that order.